No. 1
{
  "formula": "C3H6N2O2",
  "method": "wB97M-V/def2-TZVPD",
  "species": ["C", "C", "C", "N", "N", "O", "O", "H", "H", "H", "H", "H", "H"],
  "coordinates": [[-1.710, 0.330, -0.121], [-0.286, 1.029, -0.104], [0.673, -0.138, -0.122], [-1.565, -0.922, -0.125], [-0.355, -1.291, -0.315], [1.673, -0.259, -1.133], [1.388, -0.268, 1.114], [-2.607, 0.923, 0.043], [-0.180, 1.637, -1.061], [-0.254, 1.648, 0.755], [-0.232, -2.325, 0.022], [2.530, -0.512, -0.742], [0.925, 0.147, 1.787]],
  "relative_energy_kcal_mol": 75.8,
  "orbital_gap_ev": 9.233,
  "homo_energy_ev": -8.497
}

=====

No. 2
{
  "formula": "C5H9ClN3",
  "method": "wB97M-V/def2-TZVPD",
  "species": ["C", "C", "Cl", "C", "C", "N", "N", "C", "N", "H", "H", "H", "H", "H", "H", "H", "H", "H"],
  "coordinates": [[-1.818, -1.380, 0.380], [-1.651, 0.117, 0.160], [-3.197, 0.796, -0.418], [-0.573, 0.485, -0.878], [0.813, 0.495, -0.321], [1.704, 1.463, -0.483], [2.873, 1.234, 0.159], [2.717, 0.059, 0.679], [1.460, -0.427, 0.402], [-0.867, -1.889, 0.567], [-2.475, -1.572, 1.229], [-2.260, -1.839, -0.506], [-1.442, 0.638, 1.098], [-0.769, 1.497, -1.242], [-0.621, -0.189, -1.739], [1.564, 2.322, -0.999], [3.464, -0.491, 1.231], [1.079, -1.320, 0.681]],
  "relative_energy_kcal_mol": 0.0,
  "charge": 1,
  "orbital_gap_ev": 10.870,
  "homo_energy_ev": -14.466
}

=====

No. 3
{
  "formula": "C4H7NO2",
  "method": "wB97M-V/def2-TZVPD",
  "species": ["O", "C", "C", "C", "N", "C", "O", "H", "H", "H", "H", "H", "H", "H"],
  "coordinates": [[1.801, 1.358, -0.169], [1.489, 0.262, -0.719], [-0.358, -0.219, 0.113], [-0.826, -1.569, 0.392], [-0.029, -0.795, 1.376], [-0.914, 0.946, -0.365], [-0.474, 2.122, -0.033], [0.611, 2.006, 0.046], [1.262, 0.228, -1.798], [1.875, -0.680, -0.302], [-0.319, -2.443, -0.014], [-1.895, -1.707, 0.565], [-0.610, -0.407, 2.120], [-1.611, 0.898, -1.213]],
  "relative_energy_kcal_mol": 105.9,
  "orbital_gap_ev": 9.058,
  "homo_energy_ev": -8.772
}

=====

No. 4
{
  "formula": "C16H18F7N3O9P2S2",
  "method": "wB97M-V/def2-TZVPD",
  "species": ["N", "C", "C", "N", "C", "C", "C", "S", "O", "O", "F", "C", "P", "O", "O", "O", "C", "P", "S", "C", "N", "H", "H", "H", "H", "H", "H", "H", "H", "C", "C", "O", "C", "O", "C", "F", "F", "F", "H", "H", "H", "H", "H", "C", "C", "O", "C", "O", "C", "F", "F", "F", "H", "H", "H", "H", "H"],
  "coordinates": [[7.423, -0.968, 0.575], [6.347, -0.360, -0.129], [6.598, 0.427, -1.289], [5.685, 1.044, -1.970], [4.419, 0.843, -1.499], [3.348, 1.441, -2.176], [2.056, 1.272, -1.764], [0.874, 2.187, -2.748], [1.626, 3.154, -3.475], [-0.216, 2.662, -1.983], [0.427, 1.124, -3.767], [1.746, 0.444, -0.635], [0.001, 0.143, -0.255], [-0.795, -0.047, -1.471], [-0.459, 1.374, 0.612], [-0.185, -1.118, 0.711], [2.809, -0.111, 0.053], [2.618, -1.165, 1.541], [2.510, -3.059, 1.113], [4.150, 0.069, -0.380], [5.148, -0.531, 0.330], [8.174, -0.298, 0.690], [7.798, -1.728, 0.016], [7.622, 0.522, -1.623], [3.565, 2.057, -3.031], [-1.398, 1.277, 0.822], [0.366, -1.875, 0.430], [3.748, -0.863, 2.309], [1.540, -0.658, 2.257], [-4.066, -0.107, -3.128], [-3.349, -1.381, -3.509], [-4.286, -2.440, -3.811], [-4.823, -2.419, -5.018], [-4.615, -1.623, -5.884], [-5.759, -3.628, -5.185], [-6.550, -3.785, -4.117], [-5.040, -4.749, -5.336], [-6.532, -3.483, -6.256], [-4.753, -0.290, -2.299], [-3.342, 0.649, -2.826], [-4.652, 0.282, -3.961], [-2.754, -1.740, -2.673], [-2.676, -1.227, -4.351], [-3.539, 0.558, 6.061], [-2.693, 1.786, 6.314], [-1.324, 1.570, 5.913], [-1.068, 1.697, 4.624], [-1.846, 1.972, 3.760], [0.431, 1.472, 4.370], [0.884, 0.390, 5.016], [1.144, 2.525, 4.784], [0.657, 1.301, 3.069], [-3.105, -0.311, 6.556], [-4.547, 0.712, 6.442], [-3.603, 0.335, 4.997], [-2.651, 2.009, 7.377], [-3.092, 2.664, 5.807]],
  "orbital_gap_ev": 7.759,
  "homo_energy_ev": -9.249
}

=====

No. 5
{
  "formula": "C37H63AlBr3Cl3Cs2F7MgN6O12S",
  "method": "wB97M-V/def2-TZVPD",
  "species": ["C", "C", "N", "N", "C", "N", "C", "C", "C", "F", "F", "F", "C", "C", "C", "O", "C", "C", "C", "C", "C", "C", "C", "N", "C", "Br", "C", "Br", "C", "C", "C", "C", "C", "C", "O", "C", "C", "C", "C", "O", "Cl", "H", "H", "H", "H", "H", "H", "H", "H", "H", "H", "H", "H", "H", "H", "H", "H", "H", "H", "H", "H", "H", "H", "H", "H", "H", "H", "H", "H", "H", "H", "H", "H", "H", "H", "H", "H", "H", "H", "H", "H", "H", "H", "H", "Br", "C", "N", "O", "O", "H", "H", "H", "Cs", "C", "C", "O", "N", "C", "H", "H", "H", "H", "H", "H", "H", "F", "Al", "F", "F", "F", "Cs", "C", "O", "O", "O", "Mg", "C", "Cl", "Cl", "H", "H", "O", "S", "O", "O", "C", "C", "C", "H", "H", "H", "H", "H", "H", "H", "H"],
  "coordinates": [[0.590, 4.747, -2.631], [-0.983, 4.683, -2.658], [-1.602, 4.523, -1.328], [-1.366, 3.257, -0.746], [-2.476, 2.413, -1.108], [-2.478, 1.524, -2.040], [-3.809, 0.877, -2.236], [-3.880, -0.130, -3.420], [-3.887, 0.565, -4.834], [-2.928, -0.002, -5.629], [-5.062, 0.291, -5.475], [-3.754, 1.909, -4.775], [-1.293, 1.204, -2.845], [-0.786, -0.297, -2.671], [-1.371, -1.031, -1.408], [0.623, -0.406, -2.615], [1.083, -1.559, -3.318], [2.015, -2.506, -2.490], [1.308, -3.482, -1.629], [1.987, -4.472, -0.819], [3.446, -4.490, -0.876], [4.143, -3.528, -1.707], [3.459, -2.513, -2.541], [-3.721, 2.649, -0.384], [-3.576, 2.412, 1.057], [-3.345, 0.551, 1.585], [-2.446, 3.414, 1.558], [-2.127, 3.245, 3.513], [-1.116, 3.311, 0.721], [-0.280, 1.997, 1.044], [1.188, 2.114, 0.428], [1.938, 0.717, 0.350], [3.191, 0.718, 1.333], [4.434, -0.056, 0.709], [4.820, 0.702, -0.482], [6.207, 0.905, -0.556], [6.559, 1.713, -1.876], [-0.093, 4.482, 1.017], [-0.740, 5.846, 1.381], [-1.224, 6.141, 2.376], [-0.684, 7.156, 0.099], [1.041, 3.746, -2.466], [0.867, 5.512, -1.876], [0.939, 5.111, -3.621], [-1.317, 5.687, -3.035], [-1.346, 3.950, -3.427], [-2.596, 4.725, -1.465], [-4.025, 0.352, -1.277], [-4.617, 1.626, -2.415], [-3.173, -0.983, -3.369], [-4.896, -0.601, -3.355], [-0.415, 1.863, -2.682], [-1.557, 1.333, -3.927], [-1.195, -0.840, -3.567], [-2.233, -1.697, -1.679], [-0.582, -1.677, -0.948], [-1.734, -0.363, -0.595], [0.286, -2.211, -3.739], [1.692, -1.194, -4.187], [0.201, -3.489, -1.615], [1.367, -5.172, -0.230], [3.957, -5.267, -0.274], [5.244, -3.599, -1.712], [4.004, -1.789, -3.187], [-4.104, 3.566, -0.608], [-4.519, 2.783, 1.551], [-2.943, 4.418, 1.458], [-0.133, 1.834, 2.132], [-0.726, 1.078, 0.604], [1.202, 2.660, -0.539], [1.779, 2.692, 1.188], [1.288, -0.121, 0.685], [2.355, 0.604, -0.670], [2.963, 0.257, 2.308], [3.568, 1.754, 1.545], [5.259, 0.046, 1.438], [4.138, -1.102, 0.524], [6.806, -0.038, -0.608], [6.570, 1.538, 0.290], [6.473, 2.811, -1.681], [5.859, 1.488, -2.717], [7.608, 1.538, -2.207], [0.478, 4.154, 1.923], [0.616, 4.651, 0.186], [4.469, -1.555, 2.880], [7.172, -6.680, -3.154], [6.619, -5.346, -3.496], [5.774, -5.299, -4.402], [7.037, -4.403, -2.866], [6.709, -7.430, -3.799], [8.248, -6.644, -3.317], [6.936, -6.876, -2.105], [6.388, -3.545, -5.541], [-5.545, -2.875, -0.436], [-4.186, -3.394, -0.816], [-3.687, -3.166, -1.918], [-3.509, -4.129, 0.096], [-3.924, -4.502, 1.437], [-5.955, -2.310, -1.264], [-6.219, -3.705, -0.218], [-5.466, -2.215, 0.428], [-2.608, -4.440, -0.231], [-3.192, -4.112, 2.147], [-3.936, -5.591, 1.505], [-4.907, -4.115, 1.684], [9.039, -9.003, -3.525], [9.779, -10.050, -2.322], [9.816, -11.675, -2.933], [8.806, -9.978, -0.876], [11.389, -9.494, -1.991], [5.675, -8.682, -3.588], [-6.979, 4.255, 1.962], [-7.994, 4.811, 2.395], [-6.260, 3.419, 2.610], [-6.475, 4.443, 0.732], [-5.851, 5.436, -0.738], [-7.816, 0.087, -1.410], [-6.317, 0.297, -0.483], [-8.591, -1.459, -1.057], [-8.502, 0.888, -1.151], [-7.584, 0.130, -2.471], [0.795, 2.283, 7.703], [-0.211, 3.157, 8.222], [0.021, 3.962, 9.381], [-1.567, 2.325, 8.432], [-1.525, 1.150, 9.256], [-1.432, 1.494, 10.731], [-0.790, 4.204, 6.924], [-0.702, 0.499, 8.949], [-2.452, 0.606, 9.073], [-0.483, 1.977, 10.964], [-1.508, 0.593, 11.341], [-2.226, 2.186, 11.015], [-1.005, 3.596, 6.048], [-0.002, 4.920, 6.700], [-1.680, 4.728, 7.265]],
  "charge": 1,
  "orbital_gap_ev": 1.163,
  "homo_energy_ev": -7.526
}

=====

No. 6
{
  "formula": "C3H2N2OS2",
  "method": "wB97M-V/def2-TZVPD",
  "species": ["C", "C", "C", "H", "H", "N", "N", "O", "S", "S"],
  "coordinates": [[-0.336, 0.684, -0.253], [0.483, -1.719, -0.140], [-0.741, -0.752, -0.164], [-0.903, 2.606, -0.228], [1.413, 1.292, 1.215], [-1.152, 1.624, -0.237], [1.109, 0.912, 0.015], [0.511, -2.970, -0.143], [1.968, -0.557, -0.090], [-2.355, -1.119, 0.025]],
  "relative_energy_kcal_mol": 61.5,
  "orbital_gap_ev": 6.809,
  "homo_energy_ev": -9.161
}

=====

No. 7
{
  "formula": "C5H17N2O",
  "method": "wB97M-V/def2-TZVPD",
  "species": ["C", "N", "C", "C", "C", "N", "C", "H", "H", "H", "H", "H", "H", "H", "H", "H", "H", "H", "H", "H", "H", "H", "H", "H", "O"],
  "coordinates": [[1.352, -0.094, 1.496], [1.460, -0.209, 0.062], [1.609, -1.627, -0.532], [1.287, -1.377, -2.057], [-0.072, 0.751, 1.845], [-0.830, 0.963, 0.610], [-1.824, 2.087, 0.798], [1.283, -1.052, 1.975], [2.251, 0.486, 1.917], [2.343, 0.334, -0.218], [2.560, -2.058, -0.210], [0.973, -2.277, -0.020], [0.259, -1.136, -2.034], [1.748, -2.213, -2.697], [2.052, -0.661, -2.374], [0.057, 1.578, 2.494], [-0.700, 0.006, 2.391], [-1.405, 0.136, 0.408], [-0.170, 1.072, -0.295], [-2.709, 2.162, 0.108], [-1.384, 3.163, 0.926], [-2.306, 2.060, 1.860], [-2.581, -1.323, -1.605], [-3.007, 0.065, -1.723], [-2.223, -0.507, -1.864]],
  "relative_energy_kcal_mol": 78.9,
  "orbital_gap_ev": [3.657, 10.320],
  "spin_multiplicity": 2,
  "homo_energy_ev": [-2.819, -9.688]
}

=====

No. 8
{
  "formula": "C2",
  "method": "wB97M-V/def2-TZVPD",
  "species": ["C", "C"],
  "coordinates": [[0.000, 0.000, 0.630], [0.000, 0.000, -0.630]],
  "relative_energy_kcal_mol": 0.1,
  "orbital_gap_ev": 6.819,
  "homo_energy_ev": -11.556
}

=====

No. 9
{
  "formula": "C30H27Cl2N4O3Ru",
  "method": "wB97M-V/def2-TZVPD",
  "species": ["Ru", "Cl", "C", "Cl", "H", "H", "O", "N", "O", "C", "C", "C", "C", "C", "C", "N", "C", "C", "N", "C", "C", "C", "C", "H", "H", "H", "H", "H", "H", "H", "C", "C", "C", "O", "C", "H", "H", "H", "H", "H", "H", "H", "H", "N", "C", "C", "C", "C", "C", "C", "C", "C", "C", "C", "C", "C", "C", "H", "H", "H", "H", "H", "H", "H", "H", "H", "H"],
  "coordinates": [[0.010, 0.347, 0.125], [-0.854, -1.987, 0.746], [-1.867, -2.187, -0.711], [-1.782, -0.697, -1.676], [-2.890, -2.353, -0.402], [-1.482, -3.010, -1.297], [5.569, 0.711, -4.381], [4.993, 1.756, -4.197], [5.335, 2.808, -4.677], [3.792, 1.763, -3.319], [3.215, 2.969, -3.151], [2.067, 3.143, -2.333], [1.399, 4.374, -2.186], [0.269, 4.435, -1.416], [-0.176, 3.288, -0.755], [0.461, 2.134, -0.843], [1.553, 2.045, -1.651], [2.139, 0.757, -1.840], [1.523, -0.263, -1.187], [1.976, -1.493, -1.348], [3.057, -1.777, -2.175], [3.696, -0.759, -2.838], [3.251, 0.576, -2.687], [3.651, 3.816, -3.663], [1.777, 5.249, -2.703], [-0.289, 5.354, -1.303], [-1.068, 3.314, -0.148], [1.473, -2.274, -0.795], [3.390, -2.798, -2.289], [4.532, -0.971, -3.477], [2.507, -0.311, 3.801], [3.704, 0.010, 2.889], [3.103, 0.070, 1.478], [1.738, -0.419, 1.585], [1.582, -1.069, 2.872], [2.033, 0.602, 4.162], [2.791, -0.916, 4.660], [4.451, -0.781, 2.946], [4.185, 0.947, 3.160], [3.650, -0.562, 0.777], [3.062, 1.083, 1.075], [1.895, -2.111, 2.776], [0.530, -1.032, 3.149], [-1.316, 1.096, 1.259], [-1.670, 1.976, 2.102], [-3.046, 1.978, 2.648], [-3.289, 2.385, 3.960], [-4.583, 2.396, 4.452], [-5.641, 2.012, 3.638], [-5.402, 1.595, 2.335], [-4.109, 1.563, 1.844], [-0.703, 3.041, 2.513], [-1.136, 4.353, 2.699], [-0.221, 5.341, 3.032], [1.123, 5.029, 3.187], [1.559, 3.722, 3.002], [0.651, 2.734, 2.658], [-2.465, 2.662, 4.606], [-4.769, 2.702, 5.473], [-6.654, 2.032, 4.020], [-6.230, 1.300, 1.702], [-3.918, 1.244, 0.825], [-2.181, 4.601, 2.566], [-0.560, 6.359, 3.179], [1.828, 5.802, 3.466], [2.606, 3.475, 3.141], [0.973, 1.707, 2.555]],
  "relative_energy_kcal_mol": 18.7,
  "charge": 2,
  "orbital_gap_ev": [6.977, 6.821],
  "spin_multiplicity": 2,
  "homo_energy_ev": [-14.020, -13.887]
}

=====

No. 10
{
  "formula": "C36H38N5O5PPbS2Si",
  "method": "wB97M-V/def2-TZVPD",
  "species": ["Pb", "N", "C", "S", "N", "N", "C", "C", "C", "C", "C", "C", "C", "C", "C", "C", "C", "C", "N", "H", "H", "H", "H", "H", "H", "H", "H", "H", "H", "H", "O", "N", "C", "C", "C", "C", "C", "C", "C", "P", "C", "C", "C", "C", "C", "C", "C", "C", "C", "C", "C", "C", "H", "H", "H", "H", "H", "H", "H", "H", "H", "H", "H", "H", "H", "H", "H", "H", "O", "S", "O", "O", "O", "C", "Si", "C", "C", "C", "H", "H", "H", "H", "H", "H", "H", "H", "H", "H", "H"],
  "coordinates": [[1.142, 0.270, 0.042], [2.915, -3.046, 2.923], [2.221, -2.035, 2.345], [1.983, -2.198, 0.628], [1.830, -1.095, 3.173], [1.138, -0.084, 2.578], [0.625, 0.811, 3.343], [0.782, 0.831, 4.820], [2.046, 0.894, 5.400], [2.180, 0.914, 6.778], [1.055, 0.851, 7.590], [-0.206, 0.777, 7.018], [-0.341, 0.776, 5.637], [-0.252, 1.832, 2.701], [-0.670, 2.967, 3.384], [-1.567, 3.826, 2.767], [-2.022, 3.529, 1.494], [-1.522, 2.399, 0.863], [-0.654, 1.583, 1.451], [3.082, -3.884, 2.398], [2.927, -3.082, 3.929], [2.922, 0.917, 4.766], [3.166, 0.968, 7.220], [1.162, 0.857, 8.666], [-1.087, 0.721, 7.644], [-1.328, 0.719, 5.192], [-0.303, 3.167, 4.381], [-1.910, 4.712, 3.284], [-2.748, 4.151, 0.990], [-1.835, 2.124, -0.138], [0.613, -3.271, -2.287], [1.208, -2.358, -3.124], [2.369, -2.660, -3.529], [3.043, -1.615, -4.324], [4.134, -1.960, -5.114], [4.773, -1.011, -5.896], [4.316, 0.297, -5.891], [3.240, 0.653, -5.090], [2.594, -0.279, -4.282], [1.213, 0.192, -3.163], [-0.237, 0.152, -4.285], [-0.344, 1.082, -5.319], [-1.438, 1.077, -6.168], [-2.451, 0.143, -5.988], [-2.355, -0.782, -4.960], [-1.252, -0.781, -4.119], [1.413, 2.006, -2.921], [0.274, 2.766, -2.643], [0.382, 4.042, -2.108], [1.628, 4.586, -1.832], [2.768, 3.835, -2.087], [2.660, 2.556, -2.613], [-0.120, -2.770, -1.888], [2.853, -3.599, -3.270], [4.474, -2.989, -5.123], [5.617, -1.292, -6.512], [4.797, 1.044, -6.508], [2.902, 1.681, -5.088], [0.435, 1.821, -5.467], [-1.500, 1.806, -6.966], [-3.314, 0.144, -6.641], [-3.144, -1.503, -4.794], [-1.215, -1.503, -3.317], [-0.710, 2.353, -2.835], [-0.516, 4.612, -1.906], [1.711, 5.583, -1.419], [3.747, 4.243, -1.868], [3.563, 1.978, -2.778], [-2.457, -0.622, 0.808], [-2.191, -0.807, -0.747], [-2.724, -2.077, -1.161], [-0.695, -0.848, -0.852], [-2.741, 0.389, -1.319], [-2.449, -4.053, 3.357], [-3.251, -2.520, 2.658], [-4.659, -2.925, 1.521], [-3.815, -1.399, 4.042], [-1.897, -1.618, 1.697], [-3.120, -4.585, 4.032], [-1.545, -3.799, 3.915], [-2.165, -4.736, 2.555], [-5.428, -3.488, 2.055], [-4.321, -3.509, 0.664], [-5.107, -2.011, 1.130], [-4.625, -1.844, 4.623], [-4.179, -0.453, 3.633], [-2.993, -1.178, 4.726], [-1.256, -2.306, 1.140], [-1.244, -1.064, 2.379]],
  "relative_energy_kcal_mol": 8.3,
  "orbital_gap_ev": 7.348,
  "homo_energy_ev": -7.734
}

=====

No. 11
{
  "formula": "C2H2ClN3S",
  "method": "wB97M-V/def2-TZVPD",
  "species": ["C", "C", "N", "N", "N", "S", "Cl", "H", "H"],
  "coordinates": [[0.574, -0.193, 0.417], [-0.035, 1.124, 0.161], [1.824, -0.518, 0.498], [2.905, 0.020, 0.841], [4.102, 0.007, 0.797], [0.684, 2.528, -0.009], [5.069, -0.267, -0.657], [-0.032, -0.994, 0.437], [-1.063, 1.118, 0.316]],
  "relative_energy_kcal_mol": 87.7,
  "orbital_gap_ev": 7.288,
  "homo_energy_ev": -9.141
}